# C29H83N7O9

A 9-piece molecular cluster, C29H83N7O9 overall at a distorted geometry (wB97M-V/def2-TZVPD, OMol25).

Each line ends with the Mulliken charge.
Geometry (Å):
C (-3.230, -1.553, -0.153)  -0.525
O (-3.042, -0.151, -0.013)  0.045
C (-3.755, 0.715, -0.916)  -0.899
C (-3.409, 2.218, -0.779)  1.075
C (-3.537, 2.748, 0.668)  -1.526
N (-4.234, 3.147, -1.450)  -0.750
H (-2.965, -1.904, -1.150)  -0.081
H (-4.250, -1.846, 0.095)  0.370
H (-2.477, -2.049, 0.459)  0.148
H (-3.582, 0.510, -1.973)  0.272
H (-4.806, 0.519, -0.703)  0.361
H (-2.377, 2.345, -1.106)  -0.099
H (-2.803, 2.369, 1.379)  0.204
H (-4.523, 2.430, 1.007)  0.349
H (-3.571, 3.832, 0.781)  0.473
H (-3.807, 4.063, -1.469)  0.270
H (-4.344, 2.783, -2.386)  0.248
C (4.325, -0.016, 0.470)  -0.148
O (4.321, -1.359, 0.053)  -0.430
C (3.892, -2.278, 1.087)  -0.416
C (4.066, -3.789, 0.680)  0.671
C (3.588, -4.765, 1.739)  -1.534
N (5.485, -4.053, 0.423)  -0.755
H (4.596, 0.623, -0.371)  0.076
H (4.971, 0.148, 1.333)  0.359
H (3.302, 0.300, 0.670)  -0.081
H (4.565, -2.117, 1.929)  0.242
H (2.877, -2.124, 1.453)  0.223
H (3.517, -3.979, -0.243)  0.177
H (2.519, -4.563, 1.793)  0.315
H (4.048, -4.600, 2.714)  0.363
H (3.798, -5.819, 1.557)  0.409
H (5.743, -3.214, -0.078)  0.294
H (6.064, -4.160, 1.243)  0.272
C (0.734, -3.199, -2.245)  -0.509
O (-0.093, -3.530, -3.337)  -0.480
C (-0.943, -2.430, -3.589)  1.096
C (-1.753, -2.710, -4.894)  0.568
C (-0.981, -2.601, -6.170)  -1.399
N (-2.863, -1.853, -5.148)  -0.729
H (0.257, -2.836, -1.334)  0.149
H (1.502, -2.486, -2.546)  0.304
H (1.261, -4.115, -1.981)  0.280
H (-1.703, -2.278, -2.822)  -0.627
H (-0.548, -1.414, -3.614)  -0.175
H (-2.189, -3.708, -4.838)  0.254
H (-1.632, -2.705, -7.038)  0.464
H (-0.312, -3.461, -6.143)  0.352
H (-0.442, -1.656, -6.242)  0.103
H (-3.504, -1.842, -4.368)  0.170
H (-3.447, -2.177, -5.906)  0.241
C (2.203, 2.701, -0.712)  -0.576
O (2.563, 3.349, -1.907)  -0.414
C (3.751, 2.864, -2.507)  -0.887
C (4.220, 3.864, -3.572)  0.508
C (5.439, 3.396, -4.338)  -1.391
N (4.575, 5.100, -2.898)  -0.785
H (1.285, 3.207, -0.412)  0.291
H (2.969, 2.852, 0.049)  0.470
H (1.981, 1.649, -0.896)  0.027
H (4.529, 2.836, -1.744)  0.558
H (3.602, 1.882, -2.956)  0.384
H (3.368, 4.001, -4.238)  0.402
H (5.741, 4.208, -4.999)  0.346
H (5.124, 2.583, -4.993)  0.291
H (6.287, 3.062, -3.741)  0.326
H (4.287, 5.891, -3.457)  0.275
H (3.987, 5.162, -2.079)  0.287
C (0.509, 1.260, -3.393)  -0.462
O (0.635, 0.928, -4.753)  -0.238
C (1.495, 1.817, -5.414)  -0.272
C (1.775, 1.430, -6.878)  0.253
C (2.771, 2.374, -7.638)  -1.479
N (0.522, 1.385, -7.622)  -0.758
H (0.438, 2.334, -3.218)  0.529
H (1.399, 0.950, -2.845)  -0.032
H (-0.383, 0.848, -2.922)  0.125
H (1.099, 2.832, -5.417)  0.309
H (2.503, 1.906, -5.009)  -0.106
H (2.139, 0.405, -6.813)  0.347
H (2.751, 2.233, -8.719)  0.404
H (3.773, 2.269, -7.223)  0.345
H (2.573, 3.440, -7.529)  0.320
H (-0.168, 0.846, -7.119)  0.259
H (0.080, 2.291, -7.669)  0.280
C (-4.083, -0.484, 3.416)  -0.786
O (-3.991, -0.400, 4.820)  -0.086
C (-5.158, 0.198, 5.437)  -1.022
C (-5.178, -0.078, 6.913)  0.843
C (-5.681, -1.476, 7.273)  -1.351
N (-6.006, 0.889, 7.616)  -0.762
H (-3.128, -0.799, 2.995)  -0.109
H (-4.305, 0.502, 3.009)  0.436
H (-4.836, -1.190, 3.066)  0.404
H (-4.932, 1.245, 5.231)  0.373
H (-6.140, 0.061, 4.985)  0.409
H (-4.262, 0.069, 7.485)  0.055
H (-5.501, -1.617, 8.339)  0.385
H (-5.083, -2.174, 6.688)  0.319
H (-6.732, -1.609, 7.016)  0.351
H (-6.964, 0.890, 7.296)  0.266
H (-5.717, 1.831, 7.398)  0.258
C (3.183, -0.426, 5.337)  -0.788
O (1.841, -0.424, 4.900)  -0.092
C (0.939, -0.594, 5.976)  -1.185
C (-0.533, -0.391, 5.543)  1.085
C (-0.814, 1.021, 4.935)  -1.277
N (-1.426, -0.585, 6.653)  -0.795
H (3.453, -1.367, 5.815)  0.337
H (3.351, 0.433, 5.987)  0.353
H (3.783, -0.313, 4.434)  0.109
H (1.139, -1.510, 6.532)  0.434
H (1.032, 0.270, 6.634)  0.356
H (-0.849, -1.155, 4.833)  -0.168
H (-0.924, 1.760, 5.729)  0.415
H (-1.701, 1.069, 4.304)  0.171
H (0.077, 1.318, 4.381)  0.368
H (-1.324, 0.159, 7.328)  0.346
H (-2.337, -0.381, 6.269)  0.299
C (-0.124, -0.417, 1.197)  0.441
O (-0.418, 0.403, 0.080)  0.027
H (-1.011, -0.462, 1.828)  -0.551
H (0.077, -1.432, 0.855)  -0.101
H (0.710, 0.018, 1.749)  0.237
H (-1.256, 0.062, -0.241)  0.039
O (-1.141, -3.641, 2.642)  -0.612
H (-0.401, -3.144, 2.993)  0.288
H (-1.761, -3.694, 3.370)  0.311

Net charge = 0
HOMO-LUMO gap = 9.401 eV
SMILES = COC[C@H](C)N.COC[C@H](C)N.COC[C@H](C)N.COC[C@H](C)N.COC[C@H](C)N.COC[C@H](C)N.COC[C@H](C)N.CO.O
Multiplicity = 1
Total energy = -2214.92623 a.u.
E_HOMO = -9.0 eV

***

# CH2O4

One molecule with the formula CH2O4 at a distorted geometry (wB97M-V/def2-TZVPD, OMol25).

Each line ends with the natural charge from an NBO analysis.
Geometry (Å):
O (0.956, 1.809, -0.771)  -0.552
C (0.496, 0.768, -0.341)  0.951
O (1.277, -0.185, 0.251)  -0.682
O (-0.787, 0.364, -0.429)  -0.265
O (-0.875, -1.021, 0.347)  -0.452
H (0.727, -0.636, 0.922)  0.504
H (-1.793, -1.099, 0.020)  0.496

ΔE to the lowest compared entry with this formula, charge and spin = 20.71 kcal per mole
Net charge = 0
HOMO-LUMO gap = 10.456 eV
SMILES = O=C(O)OO
Multiplicity = 1
Total energy = -340.16053 a.u.
E_HOMO = -11.5 eV

***

# C21H38AlF6O10P2

C21H38AlF6O10P2 as an isolated structure at a distorted geometry (wB97M-V/def2-TZVPD, OMol25).

Each line ends with the Mulliken charge.
Geometry (Å):
O (-4.038, -5.894, -0.188)  -0.400
O (-3.390, -4.634, 0.026)  -0.226
C (-2.780, -4.703, 1.347)  -0.536
Al (-2.229, -6.627, 1.718)  0.313
F (-1.312, -7.278, 0.417)  -0.483
C (-1.143, -6.791, 3.480)  0.712
F (0.186, -6.409, 3.238)  -0.329
F (-1.621, -5.975, 4.501)  -0.345
C (-1.155, -8.223, 3.917)  0.172
C (-2.079, -8.682, 4.845)  -0.722
C (-2.087, -10.024, 5.186)  -0.494
C (-1.191, -10.893, 4.593)  -0.735
C (-0.261, -10.427, 3.682)  0.112
C (0.745, -11.348, 3.047)  0.949
F (0.934, -11.036, 1.746)  -0.260
F (0.357, -12.637, 3.113)  -0.283
F (1.967, -11.237, 3.625)  -0.264
C (-0.239, -9.085, 3.329)  -0.467
H (-3.583, -6.284, -0.948)  0.292
H (-1.938, -4.007, 1.311)  0.265
H (-3.551, -4.375, 2.054)  0.327
H (-3.491, -7.606, 1.946)  -0.296
H (-2.778, -7.987, 5.287)  0.431
H (-2.808, -10.408, 5.897)  0.382
H (-1.222, -11.946, 4.845)  0.416
H (0.463, -8.702, 2.603)  0.441
O (-1.295, 0.399, -3.619)  -0.766
P (-0.494, -0.114, -2.492)  1.009
O (-1.391, -0.128, -1.160)  -0.302
C (-2.784, -0.474, -1.196)  -0.523
C (-2.994, -1.940, -0.886)  -0.789
O (0.553, 1.079, -2.159)  -0.379
C (0.711, 2.185, -3.039)  -0.299
C (-0.160, 3.352, -2.618)  -0.981
O (0.598, -1.204, -2.084)  -0.392
C (0.296, -2.613, -2.104)  -0.063
C (-0.337, -3.074, -3.399)  -1.136
H (-3.229, -0.219, -2.160)  0.347
H (-3.273, 0.144, -0.441)  0.358
H (-2.586, -2.559, -1.687)  0.230
H (-4.053, -2.177, -0.794)  0.496
H (-2.498, -2.224, 0.039)  0.122
H (0.504, 1.896, -4.069)  0.333
H (1.764, 2.473, -2.993)  0.326
H (-1.182, 3.035, -2.412)  0.335
H (-0.184, 4.120, -3.393)  0.347
H (0.223, 3.803, -1.700)  0.202
H (-0.325, -2.863, -1.242)  0.179
H (1.246, -3.126, -1.959)  0.299
H (-1.245, -2.507, -3.627)  0.356
H (-0.602, -4.128, -3.332)  0.385
H (0.353, -2.939, -4.233)  0.331
O (1.462, 9.090, 0.651)  -0.758
P (1.828, 8.488, -0.643)  1.016
O (3.025, 9.359, -1.299)  -0.325
C (4.057, 9.928, -0.494)  -0.275
C (5.291, 9.048, -0.447)  -1.008
O (0.608, 8.844, -1.635)  -0.357
C (-0.619, 9.377, -1.137)  -0.295
C (-0.626, 10.891, -1.205)  -1.023
O (2.064, 7.104, -1.399)  -0.339
C (3.123, 6.212, -1.019)  -0.193
C (3.159, 5.923, 0.468)  -1.132
H (3.697, 10.134, 0.516)  0.308
H (4.311, 10.885, -0.951)  0.348
H (5.091, 8.119, 0.090)  0.197
H (6.104, 9.563, 0.068)  0.402
H (5.623, 8.790, -1.453)  0.259
H (-0.809, 9.029, -0.122)  0.335
H (-1.412, 8.973, -1.767)  0.345
H (0.294, 11.308, -0.797)  0.277
H (-1.472, 11.299, -0.650)  0.351
H (-0.698, 11.227, -2.241)  0.275
H (4.077, 6.607, -1.376)  0.205
H (2.950, 5.282, -1.559)  0.298
H (3.231, 6.843, 1.056)  0.366
H (4.016, 5.294, 0.710)  0.396
H (2.251, 5.405, 0.779)  0.325

Net charge = -1
HOMO-LUMO gap = 7.279 eV
Multiplicity = 1
Total energy = -3099.95402 a.u.
E_HOMO = -5.4 eV

***

# C32H74KN3O7

C32H74KN3O7 as an isolated structure at a distorted geometry (wB97M-V/def2-TZVPD, OMol25).

Each line ends with the Löwdin spin population.
Geometry (Å):
K (4.953, -25.389, -9.468)  -0.002
C (1.600, -21.469, -9.850)  -0.001
C (2.659, -22.424, -9.376)  0.081
O (2.711, -23.674, -10.087)  0.853
H (1.717, -21.236, -10.908)  0.000
H (1.539, -20.500, -9.355)  -0.001
H (0.643, -21.970, -9.707)  0.000
H (2.514, -22.600, -8.310)  0.027
H (3.640, -21.951, -9.432)  0.036
C (-2.513, -17.034, -10.098)  0.000
C (-2.958, -17.676, -11.405)  0.000
C (-3.508, -16.455, -12.266)  0.000
C (-3.818, -16.902, -13.723)  0.000
C (-2.528, -17.493, -14.308)  0.000
C (-1.910, -18.721, -13.503)  0.000
N (-1.795, -18.283, -12.091)  0.000
O (-1.228, -19.282, -11.275)  0.000
C (-2.900, -19.946, -13.751)  0.000
C (-0.502, -18.939, -14.036)  0.000
C (-4.117, -18.735, -11.040)  0.000
H (-1.803, -17.640, -9.535)  0.000
H (-3.345, -16.781, -9.442)  0.000
H (-1.965, -16.097, -10.196)  0.000
H (-4.412, -16.066, -11.797)  0.000
H (-2.737, -15.688, -12.206)  0.000
H (-4.263, -16.078, -14.281)  0.000
H (-4.573, -17.687, -13.687)  0.000
H (-1.798, -16.698, -14.156)  0.000
H (-2.762, -17.729, -15.346)  0.000
H (-2.867, -20.642, -12.913)  0.000
H (-3.944, -19.646, -13.838)  0.000
H (-2.655, -20.538, -14.633)  0.000
H (0.202, -18.338, -13.460)  0.000
H (-0.259, -20.001, -14.019)  0.000
H (-0.484, -18.612, -15.076)  0.000
H (-3.616, -19.620, -10.647)  0.000
H (-4.684, -19.027, -11.923)  0.000
H (-4.756, -18.323, -10.258)  0.000
H (-0.426, -18.968, -10.850)  0.000
C (4.005, -20.448, -6.637)  0.001
C (4.604, -21.219, -5.430)  0.000
C (3.987, -20.548, -4.192)  0.000
C (4.347, -21.334, -2.891)  0.000
C (3.800, -22.804, -3.069)  0.000
C (4.311, -23.547, -4.286)  0.000
N (4.189, -22.671, -5.488)  0.000
O (4.463, -23.290, -6.678)  0.001
C (5.757, -24.025, -4.101)  0.000
C (3.433, -24.799, -4.590)  0.000
C (6.154, -21.018, -5.409)  0.000
H (4.001, -19.361, -6.552)  0.000
H (2.965, -20.627, -6.911)  0.000
H (4.600, -20.717, -7.510)  0.000
H (4.205, -19.480, -4.215)  0.000
H (2.904, -20.623, -4.290)  0.000
H (3.989, -20.865, -1.975)  0.000
H (5.419, -21.433, -2.723)  0.000
H (2.742, -22.655, -3.284)  0.000
H (3.641, -23.354, -2.142)  0.000
H (6.222, -24.345, -5.033)  0.000
H (6.367, -23.255, -3.628)  0.000
H (5.678, -24.888, -3.441)  0.000
H (3.849, -25.471, -5.341)  0.000
H (3.356, -25.471, -3.736)  0.000
H (2.468, -24.540, -5.024)  0.000
H (6.743, -21.659, -4.753)  0.000
H (6.421, -19.999, -5.131)  0.000
H (6.589, -21.198, -6.392)  0.000
H (3.730, -23.062, -7.255)  0.001
C (5.211, -21.441, -12.398)  0.001
C (4.606, -20.108, -12.957)  0.000
C (4.300, -19.210, -11.678)  0.000
C (5.570, -18.539, -11.078)  0.000
C (6.350, -17.844, -12.193)  0.000
C (6.592, -18.566, -13.579)  0.000
N (5.487, -19.489, -13.945)  0.000
O (5.606, -20.241, -15.051)  0.000
C (6.754, -17.474, -14.683)  0.000
C (7.945, -19.280, -13.483)  0.000
C (3.231, -20.430, -13.598)  0.000
H (4.527, -22.251, -12.147)  0.001
H (5.848, -21.222, -11.541)  0.000
H (5.964, -21.924, -13.021)  0.000
H (3.580, -18.437, -11.948)  0.000
H (3.890, -19.785, -10.847)  0.000
H (6.118, -19.397, -10.689)  0.000
H (5.382, -17.952, -10.179)  0.000
H (7.314, -17.658, -11.719)  0.000
H (5.841, -16.901, -12.392)  0.000
H (7.452, -16.700, -14.364)  0.000
H (7.158, -17.905, -15.599)  0.000
H (5.777, -17.045, -14.908)  0.000
H (7.869, -19.893, -12.585)  0.000
H (8.155, -19.900, -14.354)  0.000
H (8.728, -18.522, -13.451)  0.000
H (2.517, -20.754, -12.841)  0.000
H (3.345, -21.120, -14.434)  0.000
H (2.784, -19.581, -14.116)  0.000
H (6.307, -20.848, -14.804)  0.000
C (-2.529, -23.169, -9.518)  0.000
O (-1.630, -24.002, -10.220)  0.000
H (-2.814, -22.285, -10.089)  0.000
H (-3.445, -23.698, -9.254)  0.000
H (-1.949, -22.719, -8.712)  0.000
H (-2.151, -24.686, -10.647)  0.000
C (0.205, -23.030, -13.548)  0.000
O (0.450, -24.402, -13.395)  0.000
H (0.904, -22.661, -14.298)  0.000
H (-0.852, -22.937, -13.795)  0.000
H (0.426, -22.550, -12.594)  0.000
H (0.880, -24.634, -14.221)  0.000
C (-0.012, -22.625, -6.222)  0.000
O (-0.610, -23.963, -6.250)  0.000
H (1.043, -22.753, -5.979)  0.000
H (-0.117, -22.187, -7.214)  0.000
H (-0.498, -22.070, -5.420)  0.000
H (-0.058, -24.651, -6.630)  0.000

Net charge = +1
HOMO-LUMO gap (spin up / spin down) = 6.279 / 4.650 eV
Multiplicity = 2
Total energy = -2553.99835 a.u.
E_HOMO (spin up / spin down) = -10.0 / -10.0 eV
<S²> = 0.754